(1)
DFT (ωB97M-V/def2-TZVPD) results for a 2-piece molecular cluster, C3H4N2O overall.

```
10
Properties=species:S:1:pos:R:3:forces:R:3:mulliken_charge:R:1
C -0.426 -1.323 -0.513 -1.8 -0.4 -1.4 0.344
C -2.036 0.515 0.865 -0.4 0.4 0.1 0.100
C 1.056 0.410 -0.160 2.0 0.2 3.4 -0.807
N -1.147 -1.417 -1.378 -2.3 -2.5 -3.9 -0.428
N 0.081 -0.546 0.320 3.1 1.7 5.1 -0.240
O -1.676 1.474 0.394 -0.4 0.3 0.0 -0.146
H 0.899 1.505 0.037 -0.4 -1.2 0.0 0.249
H 2.023 0.074 0.320 -0.6 0.9 -0.5 0.312
H 1.167 0.203 -1.156 0.2 0.0 -2.6 0.315
H 0.058 -0.896 1.270 0.7 0.5 0.0 0.301
```
Forces are in eV/Å.

- Energy above the lowest of the compared OMol25 structures with the same formula, charge and spin: 3.001 eV
- Largest force on an atom: 0.1206 hartree/bohr
- Frontier orbital gap: 10.2 eV
- Energy: -8200.8846 eV
- HOMO level: -9.489 eV
- Multiplicity: 1

(2)
DFT (ωB97M-V/def2-TZVPD) results for a 6-piece molecular cluster, C11H35O6 overall.

```
52
Properties=species:S:1:pos:R:3:forces:R:3:mulliken_charge:R:1
O 28.261 29.229 41.079 7.4 -4.7 -2.7 0.183
H 29.094 29.597 41.569 -0.9 -1.2 -0.3 0.245
H 28.156 28.146 40.952 0.4 3.0 0.8 0.405
H 27.555 29.651 41.356 -6.6 3.2 2.6 0.396
C 26.954 27.276 43.594 -2.4 5.8 -0.1 -0.812
O 27.644 27.079 42.408 -0.6 4.1 -0.3 -0.257
H 27.416 28.128 44.165 0.0 -0.4 -0.7 0.208
H 26.949 26.577 44.357 -0.4 -2.4 0.6 0.457
H 25.906 27.777 43.307 1.8 -1.7 0.9 0.159
H 27.866 26.232 42.370 1.6 -5.7 -0.6 0.188
C 27.029 32.092 42.191 -5.2 -0.2 -1.3 -0.627
O 26.440 30.722 42.479 3.0 0.7 -1.5 -0.591
H 26.363 32.632 42.953 1.8 0.6 -1.5 0.377
H 26.688 32.344 41.065 0.9 -0.3 2.7 0.196
H 28.066 32.218 42.306 1.2 -0.3 0.5 0.188
H 25.728 31.008 42.999 -1.7 -0.4 1.1 0.326
C 25.499 29.832 38.433 1.1 0.9 -0.2 -1.325
C 25.941 28.365 38.287 1.7 4.9 -0.9 0.274
C 27.222 28.366 37.416 1.0 1.6 1.9 -1.005
O 26.089 27.851 39.531 3.2 -1.2 2.4 -0.449
H 25.192 30.334 37.530 -0.3 -0.3 -0.7 0.448
H 26.322 30.519 38.771 -0.4 -0.9 0.1 0.163
H 24.691 29.924 39.116 -0.8 0.1 0.8 0.386
H 25.199 27.841 37.859 -2.6 -1.8 -2.3 0.502
H 27.421 27.359 37.266 0.8 -1.9 -0.9 0.332
H 28.163 28.779 37.987 -1.9 -0.6 -0.8 0.007
H 27.140 28.943 36.470 -0.3 -0.6 0.7 0.404
H 25.291 27.619 39.965 -1.2 -0.2 0.2 0.282
C 31.252 28.456 39.125 0.1 -1.4 -7.2 -1.206
C 30.737 27.035 39.182 2.7 -0.9 0.3 0.483
C 31.913 26.103 39.659 -0.1 0.2 3.5 -1.300
O 29.623 27.017 39.967 -3.8 -1.7 2.5 -0.378
H 31.678 28.963 39.835 2.2 1.7 5.4 0.325
H 30.512 29.252 38.766 0.9 -1.5 -0.5 0.283
H 32.281 28.318 38.418 -3.1 0.9 1.1 0.258
H 30.475 26.632 38.223 -0.1 0.4 -1.0 0.303
H 32.716 26.078 38.947 0.3 0.1 -0.4 0.451
H 31.655 25.039 39.934 -0.2 1.0 -0.7 0.347
H 32.367 26.482 40.709 -0.9 -0.5 -2.4 0.137
H 29.077 26.154 39.994 1.8 1.8 -0.6 0.230
C 30.745 27.959 43.470 11.4 1.7 -0.8 -0.748
C 31.241 29.389 43.711 -3.2 -0.1 2.3 0.381
C 32.681 29.627 43.257 -1.2 2.6 -2.2 -1.129
O 30.264 30.089 42.952 -1.6 -3.3 -2.9 -0.422
H 31.525 27.322 43.977 -1.4 -0.1 -0.2 0.313
H 31.093 27.901 42.416 -0.4 -0.6 0.1 -0.034
H 29.848 27.683 43.458 -7.5 -1.7 0.9 0.199
H 30.816 29.834 44.747 2.4 -1.5 -1.2 0.314
H 33.050 30.746 43.451 -1.0 -2.3 -1.1 0.356
H 32.888 29.158 42.187 -0.6 1.5 2.0 0.157
H 33.287 29.115 43.876 2.2 -2.0 2.3 0.445
H 30.471 30.931 43.115 0.7 5.6 0.5 0.173
```
Forces are in eV/Å.

- Energy above the lowest of the compared OMol25 structures with the same formula, charge and spin: 7.338 eV
- Largest force on an atom: 0.2240 hartree/bohr
- Frontier orbital gap: 10.7 eV
- Energy: -24246.1723 eV
- Charge: +1
- HOMO level: -12.917 eV
- Multiplicity: 1

(3)
DFT (ωB97M-V/def2-TZVPD) results for C28H27N9O3PtS3 as an isolated structure.

```
71
Properties=species:S:1:pos:R:3:forces:R:3:mulliken_charge:R:1
Pt 0.197 0.597 0.786 0.9 1.2 1.1 1.237
S -0.468 2.840 0.874 -0.1 -0.3 -0.2 -0.516
C -1.580 2.450 -0.403 0.1 0.2 0.1 0.503
N -1.503 1.224 -0.808 -0.1 -0.7 -0.4 -0.227
C -2.365 0.978 -1.872 0.1 0.1 0.0 -0.709
C -2.486 -0.215 -2.579 0.0 0.0 0.0 0.092
C -3.380 -0.271 -3.630 0.0 0.0 0.0 -0.952
C -4.150 0.844 -3.979 0.0 0.0 0.0 -0.520
C -4.028 2.037 -3.294 0.0 0.0 0.0 -0.589
C -3.119 2.096 -2.243 0.0 0.0 0.0 0.812
S -2.705 3.459 -1.231 0.0 0.0 0.0 -0.214
H -1.888 -1.073 -2.299 0.0 0.0 0.0 0.348
H -3.492 -1.190 -4.190 0.0 0.0 0.0 0.430
H -4.852 0.771 -4.798 0.0 0.0 0.0 0.408
H -4.619 2.900 -3.570 0.0 0.0 0.0 0.424
C 7.759 -2.849 -1.716 0.0 0.0 0.0 -1.518
C 6.269 -3.001 -1.748 0.0 0.0 0.0 0.821
C 5.445 -2.130 -1.033 0.0 0.0 0.0 -1.197
C 4.069 -2.237 -1.092 0.0 0.0 0.0 0.177
C 3.515 -3.241 -1.881 0.0 0.0 0.0 0.611
C 4.309 -4.122 -2.618 0.0 0.0 0.0 -0.924
C 5.680 -3.997 -2.532 0.0 0.0 0.0 -0.839
S 1.805 -3.430 -2.014 -0.1 0.1 -0.1 1.254
O 1.452 -3.845 -3.318 0.0 -0.1 0.0 -0.653
O 1.255 -4.411 -0.965 0.1 -0.1 0.0 -0.361
N 1.062 -2.108 -1.433 0.2 0.2 0.3 0.470
C 1.056 -0.871 -2.191 -0.1 0.0 -0.1 0.482
C 0.958 -0.923 -3.575 0.0 -0.1 0.0 -0.551
C 0.973 0.272 -4.275 0.0 0.0 0.0 -0.733
C 1.066 1.464 -3.577 0.0 0.0 0.0 -0.770
C 1.120 1.408 -2.199 0.2 0.1 0.1 -0.552
N 1.124 0.262 -1.507 0.0 -0.2 -0.1 -0.300
H 8.087 -2.283 -0.846 0.0 0.0 0.0 0.379
H 8.093 -2.315 -2.608 0.0 0.0 0.0 0.322
H 8.253 -3.819 -1.715 0.0 0.0 0.0 0.411
H 5.892 -1.344 -0.437 0.0 0.0 0.0 0.413
H 3.442 -1.532 -0.563 0.0 0.0 0.0 0.548
H 3.856 -4.882 -3.240 0.0 0.0 0.0 0.523
H 6.309 -4.677 -3.091 0.0 0.0 0.0 0.450
H 0.844 -1.861 -4.093 0.0 0.0 0.0 0.667
H 0.896 0.264 -5.353 0.0 0.0 0.0 0.497
H 1.079 2.417 -4.084 0.0 0.0 0.0 0.503
H 1.168 2.312 -1.603 -0.1 0.0 0.0 0.513
C -1.558 -0.707 5.564 0.0 0.0 0.0 -0.879
N -0.556 0.107 4.868 0.0 0.1 -0.1 0.107
C 0.227 0.988 5.523 0.0 0.0 0.0 0.037
C 1.138 1.755 4.882 0.0 0.0 0.0 -1.250
C 1.228 1.623 3.474 0.2 0.1 -0.2 1.332
N 0.451 0.756 2.815 -0.5 -0.5 -0.1 -0.234
C -0.495 -0.027 3.483 0.1 0.0 0.2 0.294
O -1.214 -0.811 2.906 0.1 -0.1 -0.1 -0.554
N 2.111 2.338 2.769 0.0 0.0 0.0 -0.310
H -1.490 -0.505 6.629 0.0 0.0 0.0 0.303
H -1.375 -1.760 5.370 0.0 0.0 0.0 0.308
H -2.552 -0.458 5.198 0.0 0.0 0.0 0.333
H 0.087 1.046 6.594 0.0 0.0 0.0 0.385
H 1.761 2.455 5.415 0.0 0.0 0.0 0.452
H 2.630 3.079 3.208 0.0 0.0 0.0 0.252
H 2.070 2.311 1.760 0.0 0.0 0.0 0.091
N 3.283 -3.338 2.758 -0.2 0.1 0.1 -0.412
C 2.288 -3.115 1.881 0.0 0.2 0.0 0.530
C 1.899 -1.687 1.692 0.0 -0.1 0.1 -0.075
N 1.008 -1.332 0.866 -0.4 0.1 -0.5 0.115
C 0.470 -2.307 -0.095 -0.1 -0.1 -0.3 -1.016
C 0.751 -3.791 0.278 -0.1 0.0 0.0 0.175
N 1.688 -4.071 1.290 0.1 -0.1 -0.1 -0.751
H 3.604 -2.606 3.369 0.0 0.0 0.0 0.211
H 3.432 -4.290 3.062 0.1 0.0 -0.1 0.305
H 2.331 -0.918 2.327 0.0 0.0 0.1 0.442
H -0.601 -2.126 -0.160 0.0 0.1 0.1 0.199
H -0.175 -4.333 0.449 0.0 0.0 0.1 0.437
```
Forces are in eV/Å.

- Energy above the lowest of the compared OMol25 structures with the same formula, charge and spin: 1.462 eV
- Largest force on an atom: 0.0354 hartree/bohr
- Frontier orbital gap: 6.2 eV
- Energy: -84766.9784 eV
- Charge: +2
- HOMO level: -12.637 eV
- Multiplicity: 1

(4)
DFT (ωB97M-V/def2-TZVPD) results for a 2-piece molecular cluster, C4H12 overall.

```
16
Properties=species:S:1:pos:R:3:forces:R:3:mulliken_charge:R:1
C -1.574 -0.117 -0.423 0.2 -0.2 -0.9 -0.738
C -2.894 -0.249 -1.190 -0.1 0.0 -0.2 -0.980
H -1.272 0.909 -0.225 -0.2 0.1 0.0 0.289
H -1.447 -0.694 0.489 -0.4 0.0 0.1 0.299
H -0.852 -0.511 -1.145 0.4 0.0 0.4 0.272
H -3.305 -1.260 -1.151 0.1 0.0 0.1 0.295
H -2.669 -0.061 -2.241 -0.1 0.0 -0.1 0.269
H -3.697 0.447 -0.947 0.1 0.0 0.4 0.297
C 1.557 0.377 1.118 -1.0 0.7 -2.1 -0.703
C 2.912 -0.027 0.521 -0.5 -0.3 0.7 -0.837
H 0.884 0.754 0.325 0.6 0.1 -0.2 0.101
H 0.902 -0.425 1.444 0.6 -0.3 0.9 0.280
H 1.600 1.249 1.750 0.2 -0.2 0.9 0.353
H 2.797 -0.574 -0.413 0.0 -0.1 0.0 0.279
H 3.556 0.829 0.337 0.0 0.1 0.0 0.277
H 3.398 -0.668 1.255 0.4 -0.1 -0.2 0.247
```
Forces are in eV/Å.

- Energy above the lowest of the compared OMol25 structures with the same formula, charge and spin: 0.417 eV
- Structure (SMILES): CC.CC
- Largest force on an atom: 0.0478 hartree/bohr
- Frontier orbital gap: 12.5 eV
- Energy: -4342.1116 eV
- HOMO level: -11.345 eV
- Multiplicity: 1

(5)
DFT (ωB97M-V/def2-TZVPD) results for C3H6N4S as an isolated structure.

```
14
Properties=species:S:1:pos:R:3:forces:R:3:mulliken_charge:R:1
C -0.556 0.681 0.628 0.6 -0.7 1.0 0.300
C 0.856 0.086 -1.241 0.0 -0.3 -2.2 0.128
C 0.602 -1.502 0.706 0.1 -4.6 -0.3 0.059
H 0.281 0.612 2.536 -1.5 -0.1 -0.9 0.292
H -1.020 1.799 2.295 1.0 -4.3 -0.8 0.342
H 0.503 1.151 -1.371 1.2 -1.2 -0.3 0.223
H 1.419 -1.649 -1.787 0.5 2.2 -1.0 0.415
H 0.333 -1.491 2.039 0.9 -0.1 -4.6 0.210
H 1.000 -3.347 0.767 0.4 -0.1 -0.6 0.256
N -0.665 0.687 2.055 0.8 4.1 0.2 -0.634
N 0.285 -0.328 0.014 -0.2 0.5 1.7 0.001
N 1.466 -0.610 -2.153 -1.7 -1.1 3.4 -0.648
N 0.974 -2.677 -0.018 -1.8 5.5 4.5 -0.592
S -1.396 1.740 -0.271 -0.4 0.2 0.0 -0.350
```
Forces are in eV/Å.

- Energy above the lowest of the compared OMol25 structures with the same formula, charge and spin: 3.629 eV
- Largest force on an atom: 0.1430 hartree/bohr
- Frontier orbital gap: 8.9 eV
- Energy: -20000.7067 eV
- HOMO level: -9.273 eV
- Multiplicity: 1

(6)
DFT (ωB97M-V/def2-TZVPD) results for C5H20B2N3O8Tl2 as an isolated structure.

```
40
Properties=species:S:1:pos:R:3:forces:R:3:mulliken_charge:R:1
Tl -0.248 -1.865 -2.877 -0.5 -0.7 0.1 0.992
Tl 0.937 2.967 -1.039 -0.3 0.6 0.3 0.953
B -1.006 1.332 -2.481 -2.5 2.7 -0.6 0.494
H -0.956 2.409 -3.044 -0.3 0.0 0.0 -0.016
H 0.077 0.780 -2.196 1.6 -2.5 1.4 -0.723
H -1.614 1.487 -1.462 0.7 -0.1 0.6 -0.050
H -1.487 0.679 -3.401 1.3 -0.8 -0.5 0.059
B 0.954 -0.257 -0.408 -1.3 -1.5 2.2 1.080
H -0.150 -0.728 -0.404 -0.3 0.2 0.3 -0.245
H 1.721 -1.151 -0.209 0.5 -0.2 -1.0 0.036
H 1.241 0.208 -1.552 0.7 1.6 -1.9 -0.304
H 1.034 0.764 0.275 -0.3 0.7 -0.9 -0.138
C 4.271 0.459 -4.262 2.3 -0.6 -2.0 -0.896
C 2.805 0.520 -3.593 -3.7 0.1 1.6 0.845
O 2.072 -0.379 -4.010 1.4 -0.4 -0.4 -0.254
O 2.605 1.405 -2.774 1.6 0.0 -0.2 -0.247
H 4.203 -0.157 -5.157 -0.4 0.1 0.0 0.354
H 4.951 -0.055 -3.577 -0.6 0.2 0.6 0.334
H 4.607 1.459 -4.538 -0.5 0.3 0.4 0.359
C -2.870 2.760 2.056 0.3 0.3 0.1 -0.797
N -1.779 1.740 1.979 -0.5 0.3 -0.2 0.609
O -0.919 1.915 1.101 0.0 -0.2 0.1 -0.302
O -1.762 0.829 2.756 0.1 -0.1 -0.1 -0.449
H -2.324 3.675 2.280 -0.3 0.2 0.0 0.328
H -3.582 2.502 2.832 0.2 -0.2 0.1 0.328
H -3.356 2.836 1.088 0.1 -0.1 -0.1 0.311
C -2.277 -2.432 1.413 0.7 0.7 -0.2 -0.309
N -2.394 -3.414 0.301 0.2 -0.4 0.8 0.788
O -1.696 -3.239 -0.713 -0.2 0.2 -0.3 -0.517
O -3.035 -4.398 0.509 0.0 0.2 -0.5 -0.373
H -1.738 -1.575 1.009 -0.2 0.0 0.0 -0.237
H -1.631 -2.890 2.162 -0.2 -0.2 0.1 0.292
H -3.229 -2.132 1.834 -0.2 -0.4 -0.2 0.352
C 1.225 -0.432 3.326 -0.5 0.0 -0.8 -0.275
N 0.629 -1.382 4.278 0.4 -0.4 -0.2 0.992
O 0.455 -1.047 5.416 -0.2 0.0 0.1 -0.399
O 0.355 -2.502 3.861 -0.2 0.1 0.0 -0.445
H 1.861 0.230 3.905 0.2 0.0 -0.3 0.361
H 0.392 0.065 2.829 -0.1 0.4 0.6 -0.133
H 1.657 -0.988 2.484 0.6 -0.1 0.7 0.242
```
Forces are in eV/Å.

- Energy above the lowest of the compared OMol25 structures with the same formula, charge and spin: 0.000 eV
- Largest force on an atom: 0.0784 hartree/bohr
- Frontier orbital gap: 1.8 eV
- Energy: -37047.6757 eV
- Charge: +3
- HOMO level: -18.579 eV
- Multiplicity: 1